(1)
{
  "formula": "C34H29AsBrN5O2S2Zn",
  "method": "ωB97M-V/def2-TZVPD",
  "e_above_lowest_kcal_mol": 18.2,
  "homo_lumo_gap_ev": 7.817,
  "e_lumo_ev": 0.46,
  "energy_ha": -9122.85538,
  "spin_multiplicity": 1,
  "species": ["Zn", "N", "C", "C", "C", "C", "C", "C", "S", "O", "O", "N", "C", "N", "C", "C", "C", "N", "H", "H", "H", "H", "H", "H", "H", "H", "H", "C", "C", "C", "C", "C", "Br", "N", "C", "H", "H", "H", "H", "H", "H", "S", "C", "C", "C", "C", "C", "C", "As", "C", "C", "C", "C", "C", "C", "C", "C", "C", "C", "C", "C", "H", "H", "H", "H", "H", "H", "H", "H", "H", "H", "H", "H", "H", "H"],
  "xyz": [[-0.237, 1.111, -0.081], [-6.446, 4.351, -2.786], [-5.214, 4.234, -2.164], [-4.997, 4.817, -0.910], [-3.790, 4.656, -0.264], [-2.779, 3.916, -0.870], [-2.971, 3.342, -2.120], [-4.183, 3.504, -2.763], [-1.296, 3.667, 0.012], [-0.998, 4.842, 0.780], [-0.285, 3.219, -0.965], [-1.557, 2.345, 0.912], [-1.082, 2.294, 2.223], [-0.162, 1.322, 2.389], [0.325, 1.136, 3.612], [-0.074, 1.915, 4.678], [-1.015, 2.897, 4.397], [-1.536, 3.094, 3.190], [-7.055, 5.087, -2.480], [-6.491, 4.146, -3.767], [-5.789, 5.398, -0.447], [-3.614, 5.105, 0.708], [-2.171, 2.780, -2.586], [-4.339, 3.059, -3.740], [1.059, 0.344, 3.723], [0.320, 1.767, 5.673], [-1.374, 3.556, 5.182], [3.447, -0.518, -3.861], [3.224, 0.481, -2.756], [4.079, 1.547, -2.519], [3.841, 2.412, -1.464], [2.738, 2.173, -0.669], [2.451, 3.262, 0.846], [1.878, 1.189, -0.897], [2.125, 0.367, -1.921], [4.299, -0.237, -4.480], [2.566, -0.594, -4.502], [3.639, -1.511, -3.446], [4.942, 1.703, -3.159], [4.491, 3.250, -1.253], [1.383, -0.406, -2.088], [-1.292, 0.027, -1.843], [-1.269, -1.724, -1.576], [-2.104, -2.490, -2.410], [-2.160, -3.867, -2.317], [-1.385, -4.543, -1.377], [-0.565, -3.809, -0.544], [-0.490, -2.413, -0.635], [0.673, -1.452, 0.600], [2.388, -2.276, 0.203], [2.634, -2.973, -0.975], [3.916, -3.426, -1.266], [4.962, -3.181, -0.387], [4.727, -2.474, 0.787], [3.448, -2.015, 1.073], [0.139, -2.368, 2.236], [-1.089, -1.980, 2.775], [-1.566, -2.575, 3.933], [-0.814, -3.558, 4.570], [0.408, -3.945, 4.038], [0.884, -3.353, 2.872], [-2.718, -1.967, -3.135], [-2.819, -4.420, -2.976], [-1.428, -5.622, -1.293], [0.032, -4.322, 0.200], [1.821, -3.174, -1.663], [4.097, -3.974, -2.184], [5.960, -3.538, -0.614], [5.541, -2.272, 1.473], [3.274, -1.447, 1.979], [-1.677, -1.214, 2.283], [-2.524, -2.273, 4.341], [-1.182, -4.020, 5.478], [0.993, -4.716, 4.526], [1.833, -3.669, 2.460]],
  "forces_ev_per_angstrom": [[0.32, -0.57, -0.29], [0.12, -0.14, 0.11], [-0.06, 0.04, -0.07], [-0.08, 0.04, 0.00], [0.06, 0.00, -0.01], [-0.18, 0.00, -0.05], [0.01, 0.07, 0.06], [-0.04, -0.01, -0.04], [0.23, -0.04, 0.17], [0.02, -0.03, 0.00], [-0.36, 0.16, 0.00], [0.58, 0.18, 0.43], [-0.12, 0.08, -0.29], [-0.06, 0.17, 0.16], [-0.05, -0.05, -0.24], [-0.02, 0.03, 0.06], [-0.06, 0.07, -0.06], [0.04, -0.12, -0.05], [-0.01, 0.08, 0.01], [0.02, 0.03, -0.05], [0.05, -0.05, -0.02], [-0.02, -0.05, -0.08], [-0.05, 0.00, 0.04], [0.00, 0.01, 0.05], [-0.01, -0.02, 0.01], [-0.02, 0.03, -0.04], [0.00, -0.02, -0.04], [-0.04, 0.04, 0.04], [0.00, -0.14, -0.08], [0.14, 0.06, -0.04], [0.12, 0.02, -0.04], [-0.08, -0.07, 0.10], [-0.04, -0.03, 0.00], [-0.12, 0.31, 0.03], [-0.03, 0.03, 0.06], [-0.04, 0.00, 0.03], [0.04, 0.01, 0.04], [0.00, 0.08, -0.01], [-0.06, 0.00, 0.05], [-0.01, -0.06, -0.01], [-0.05, 0.01, -0.01], [0.02, -0.18, 0.11], [0.04, 0.01, -0.01], [0.00, 0.03, -0.01], [0.00, 0.03, 0.01], [-0.03, 0.01, -0.05], [-0.02, 0.16, -0.01], [0.02, -0.09, 0.03], [-0.44, -0.29, -0.15], [0.14, 0.17, 0.04], [0.06, -0.07, 0.05], [0.00, 0.02, 0.03], [-0.03, 0.00, 0.00], [-0.02, 0.00, -0.03], [0.05, -0.05, -0.11], [0.00, 0.07, 0.05], [0.04, -0.05, 0.03], [0.04, -0.03, 0.00], [0.02, 0.02, -0.03], [-0.03, 0.01, 0.00], [-0.06, 0.00, 0.04], [0.03, -0.04, 0.03], [0.03, 0.04, 0.02], [0.00, 0.04, 0.00], [0.03, -0.02, 0.05], [-0.01, 0.00, -0.02], [-0.01, 0.01, 0.04], [-0.04, 0.02, 0.01], [-0.04, -0.01, -0.02], [0.01, 0.02, 0.04], [-0.01, 0.01, 0.00], [0.04, 0.00, -0.02], [0.01, 0.01, -0.04], [-0.02, 0.04, -0.02], [0.03, -0.02, -0.01]],
  "mulliken_charge": [1.352, -0.533, 1.192, -0.776, -0.529, -0.390, -0.218, -0.960, 1.498, -0.709, -0.695, -0.077, 0.159, 0.363, -0.201, -0.801, -0.279, -0.540, 0.214, 0.215, 0.278, 0.453, 0.450, 0.274, 0.381, 0.396, 0.408, -1.241, 0.419, -0.515, -0.691, -0.025, -0.097, 0.305, -0.306, 0.388, 0.336, 0.145, 0.388, 0.447, 0.326, -0.443, 0.376, -0.772, -0.580, -0.863, 0.059, -0.417, 1.128, 0.401, -0.684, -0.542, -0.554, -0.746, -0.566, 0.101, -0.499, -0.672, -0.497, -0.620, -0.191, 0.432, 0.365, 0.401, 0.451, 0.389, 0.479, 0.395, 0.417, 0.486, 0.378, 0.418, 0.377, 0.408, 0.379]
}

---

(2)
{
  "formula": "C4H7NO",
  "method": "ωB97M-V/def2-TZVPD",
  "e_above_lowest_kcal_mol": 100.3,
  "homo_lumo_gap_ev": 10.031,
  "e_lumo_ev": 1.01,
  "energy_ha": -286.47179,
  "spin_multiplicity": 1,
  "species": ["C", "C", "O", "C", "C", "N", "H", "H", "H", "H", "H", "H", "H"],
  "xyz": [[0.365, -1.531, 1.242], [-0.286, -0.796, 0.082], [-0.801, -1.372, -0.873], [-0.313, 0.675, 0.270], [0.524, 1.484, -0.648], [-0.830, 1.412, -1.223], [1.252, -0.993, 1.604], [0.627, -2.551, 0.946], [-0.344, -1.571, 2.081], [-1.396, 1.306, -0.151], [1.262, 0.957, -1.258], [0.837, 2.491, -0.362], [-0.942, 0.560, -1.795]],
  "forces_ev_per_angstrom": [[0.00, -0.05, -0.09], [-0.20, -0.16, -0.31], [0.39, 0.40, 0.70], [0.01, 0.18, -0.36], [0.16, -0.03, -0.08], [0.07, -0.54, 0.50], [-0.22, -0.10, -0.13], [-0.07, 0.23, 0.03], [0.13, 0.03, -0.24], [-0.08, -0.01, -0.29], [-0.16, 0.06, 0.15], [-0.11, -0.29, -0.06], [0.06, 0.30, 0.18]],
  "mulliken_charge": [-1.030, 0.855, -0.622, -0.580, -0.266, -0.487, 0.322, 0.328, 0.280, 0.416, 0.216, 0.201, 0.368]
}